The following is a DFT calculation (wB97M-V/def2-TZVPD) of one molecule with the formula C25H28N4O5 in a non-equilibrium geometry.

The geometry in XYZ format:
```
62
Properties=species:S:1:pos:R:3:forces:R:3:lowdin_charge:R:1
C 5.975324 1.378963 2.142899 0.16 -0.15 -0.06 -0.1014
C 6.892360 0.713696 1.123823 -0.38 0.05 -0.25 -0.2147
C 6.324095 0.702425 -0.299202 0.59 0.18 0.20 -0.1918
O 5.247066 -0.202364 -0.439017 -0.37 -0.15 0.09 -0.0161
C 3.960224 0.184689 -0.278506 -0.22 -0.18 -0.06 -0.1905
C 3.493829 1.480619 -0.129132 0.36 -0.09 -0.07 -0.0074
C 2.138604 1.750310 -0.012965 -0.30 -0.22 0.01 -0.0256
C 1.214986 0.716404 -0.044883 0.65 0.12 -0.09 -0.1411
C -0.219474 0.893103 0.081009 -0.55 0.22 0.00 -0.2011
N -0.977242 -0.033346 0.661544 -0.11 -0.28 0.31 0.2178
C -2.239188 0.412301 0.561366 0.40 1.24 -0.75 -0.1942
C -2.272868 1.637065 -0.093922 -0.17 -0.76 0.44 -0.0609
C -3.497422 2.321346 -0.361980 0.21 -0.11 0.05 -0.4019
O -3.667645 3.382792 -0.931183 -0.04 0.20 -0.10 0.0659
N -4.571698 1.584964 0.136498 -0.35 0.22 -0.09 0.2118
C -4.590857 0.364077 0.790212 0.03 0.03 0.06 -0.4690
O -5.632346 -0.144355 1.138976 -0.35 -0.16 0.05 0.0765
N -3.362102 -0.209587 1.017456 -0.08 -0.04 0.16 0.0642
C -3.256152 -1.515844 1.650576 -0.05 -0.18 0.07 -0.0695
C -2.839078 -2.551363 0.639813 0.01 -0.12 0.04 -0.2109
C -1.567451 -3.105044 0.669996 -0.10 -0.07 0.04 -0.0552
C -1.187810 -4.030866 -0.286549 0.06 -0.06 0.00 -0.0858
C -2.072661 -4.402386 -1.284348 0.04 -0.05 -0.07 -0.0901
C -3.341402 -3.848227 -1.322247 -0.05 -0.01 -0.08 -0.0796
C -3.723437 -2.926964 -0.363711 0.03 0.01 0.06 -0.0282
N -0.959806 1.925950 -0.400028 0.00 -0.45 0.27 0.0486
C -0.569455 3.096092 -1.135647 0.26 0.79 -0.22 -0.1013
C -0.552764 4.346120 -0.233720 -0.15 -0.47 0.13 -0.2441
O -0.148531 5.486654 -0.939681 0.08 0.27 -0.37 -0.0469
C 1.674804 -0.601764 -0.171302 0.07 0.01 -0.05 0.0559
C 3.019838 -0.879236 -0.292560 0.17 0.13 0.02 -0.1756
O 3.550601 -2.119466 -0.428291 0.15 0.21 0.00 -0.0264
C 2.677841 -3.231483 -0.441451 -0.17 -0.36 -0.04 -0.2614
C 3.528787 -4.480814 -0.607719 -0.14 0.44 0.05 -0.0571
H 5.803435 2.422267 1.886443 -0.07 0.12 0.01 0.0731
H 6.429586 1.342776 3.130314 -0.03 0.04 0.12 0.0709
H 5.015757 0.869581 2.189856 -0.09 0.01 0.06 0.0703
H 7.074928 -0.320682 1.420156 0.11 -0.02 -0.05 0.1128
H 7.851595 1.234558 1.097847 0.06 -0.04 -0.04 0.1094
H 7.089972 0.322957 -0.983744 -0.14 0.12 0.04 0.1280
H 6.051813 1.712962 -0.618363 0.00 -0.07 -0.05 0.1163
H 4.180939 2.310094 -0.091067 0.10 0.02 0.02 0.1053
H 1.830713 2.770986 0.142547 -0.06 0.12 0.00 0.1001
H -5.489261 1.990501 -0.011821 0.16 -0.09 0.03 0.1690
H -2.516475 -1.444235 2.450959 -0.11 -0.04 -0.01 0.1305
H -4.242898 -1.742308 2.062033 0.21 0.07 0.00 0.1317
H -0.875756 -2.803120 1.441834 0.08 0.06 0.07 0.1064
H -0.198548 -4.464670 -0.254532 0.09 -0.04 0.01 0.0905
H -1.774670 -5.123395 -2.031443 0.02 -0.06 -0.06 0.1005
H -4.034744 -4.136580 -2.098549 -0.06 -0.03 -0.06 0.1025
H -4.713696 -2.495023 -0.386582 -0.13 0.05 0.00 0.1156
H 0.413405 2.935663 -1.583449 -0.14 0.00 0.04 0.1272
H -1.306715 3.256244 -1.929441 0.16 -0.05 0.07 0.1340
H 0.168166 4.219655 0.578693 -0.09 -0.07 -0.03 0.1173
H -1.551013 4.480340 0.201459 0.12 -0.08 0.01 0.1189
H -0.833506 5.711905 -1.579698 0.03 0.03 0.07 0.0961
H 0.934993 -1.384318 -0.173123 -0.03 -0.17 -0.02 0.0996
H 1.965162 -3.141466 -1.273392 0.03 0.04 0.13 0.1253
H 2.112989 -3.276109 0.500260 0.00 0.06 -0.11 0.1237
H 4.232511 -4.561998 0.215844 0.06 -0.06 0.08 0.0790
H 2.895032 -5.363087 -0.625209 -0.05 -0.10 0.00 0.0734
H 4.090044 -4.424833 -1.536131 0.05 -0.04 -0.10 0.0793
```
Positions in Å, forces in eV/Å.

For the energy relative to the best compared isomer or geometry (same formula, charge and spin), the calculation gives 20.7 kcal/mol. The calculation puts the HOMO-LUMO gap at 8.39 eV. The charge is 0. As for the SMILES: CCCOc1ccc(-c2nc3c(c(=O)[nH]c(=O)n3Cc3ccccc3)n2CCO)cc1OCC.